Record 1
DFT (wB97M-V/def2-TZVPD) results for an isolated molecule of C35H47BrCl2O5 in a non-equilibrium geometry.

Calculated values
- Frontier orbital gap: 7.078 eV
- Lowest unoccupied orbital energy: -1.86 eV
- HOMO level: -8.94 eV

Last column: Löwdin charge in e.
Positions of all 90 atoms, in Å:
C -6.62 0.46 1.97  -0.1023
C -6.51 -1.19 2.20  -0.2420
O -7.62 -1.92 1.55  -0.2260
C -7.55 -3.37 1.80  -0.1658
C -6.47 -4.15 0.79  -0.1692
O -5.84 -5.31 1.45  -0.2084
C -5.11 -6.17 0.49  -0.1832
C -3.94 -5.31 -0.34  -0.1018
C -3.75 -5.37 -1.97  -0.0054
C -2.59 -4.45 -2.73  0.0143
C -1.67 -3.50 -1.75  -0.0279
C -1.80 -3.46 -0.09  -0.0105
C -2.95 -4.38 0.63  0.0593
C -0.79 -2.45 0.79  -0.2017
O -0.49 -2.87 2.02  -0.0430
C -0.33 -1.05 0.08  0.0355
C 0.01 0.37 0.91  -0.0241
C -0.08 0.35 2.54  -0.1543
C 1.34 0.06 3.31  -0.1818
C 2.37 -0.94 2.53  -0.2040
C 3.45 -0.20 1.54  -0.2252
C 4.66 0.61 2.30  -0.2106
C 5.66 1.44 1.30  -0.2066
C 4.95 2.05 -0.05  -0.2375
C 5.63 3.43 -0.63  -0.1743
C 4.71 3.85 -1.97  -0.2202
O 3.93 5.08 -1.76  -0.2846
C 2.79 5.16 -2.71  -0.1176
C 0.40 1.75 0.11  -0.0642
C 0.69 3.22 0.75  -0.2122
C 1.78 3.28 1.96  -0.6265
C 1.04 3.65 3.40  -0.1708
Br 2.96 4.90 1.56  0.6535
C 0.50 1.64 -1.56  0.0535
C 0.24 0.28 -2.42  -0.0973
C 0.44 0.37 -4.05  -0.5659
Cl -0.89 1.53 -4.70  0.4785
C 1.89 1.07 -4.48  -0.6351
C 2.99 -0.02 -5.05  -0.1392
Cl 1.61 2.28 -5.89  0.4502
C -0.20 -1.07 -1.58  0.0342
C -0.48 -2.49 -2.37  -0.1996
O 0.17 -2.95 -3.44  -0.0459
H -7.57 0.75 1.33  0.0847
H -5.67 0.88 1.38  0.0805
H -6.66 1.03 3.01  0.0767
H -6.42 -1.47 3.35  0.1261
H -5.45 -1.48 1.73  0.1160
H -8.62 -3.87 1.61  0.1418
H -7.27 -3.49 2.94  0.1321
H -7.05 -4.45 -0.21  0.1442
H -5.69 -3.30 0.48  0.1221
H -4.56 -7.04 1.05  0.1374
H -5.81 -6.65 -0.34  0.1336
H -4.42 -6.05 -2.66  0.0931
H -2.45 -4.49 -3.91  0.1126
H -3.12 -4.38 1.79  0.1178
H -0.52 1.40 2.87  0.0997
H -0.89 -0.45 2.89  0.1232
H 1.94 1.02 3.62  0.0750
H 1.05 -0.48 4.33  0.1277
H 3.02 -1.47 3.38  0.1229
H 1.88 -1.80 1.92  0.0987
H 2.80 0.49 0.81  0.0879
H 3.91 -1.04 0.84  0.1270
H 4.20 1.29 3.14  0.1045
H 5.34 -0.19 2.86  0.1192
H 6.10 2.35 1.93  0.1158
H 6.62 0.82 0.95  0.1205
H 5.06 1.22 -0.89  0.1280
H 3.80 2.31 0.16  0.0867
H 6.73 3.28 -1.05  0.1202
H 5.64 4.32 0.13  0.0930
H 3.92 2.98 -2.15  0.0989
H 5.35 3.92 -2.95  0.1312
H 1.74 5.16 -2.15  0.0878
H 2.76 4.26 -3.48  0.0779
H 2.81 6.14 -3.38  0.1069
H 1.02 3.95 -0.12  0.0802
H -0.35 3.65 1.14  0.1338
H 2.52 2.38 2.02  0.0552
H 1.54 3.09 4.30  0.0813
H 1.20 4.81 3.62  0.0648
H -0.13 3.50 3.33  0.0762
H 0.78 2.63 -2.16  0.1027
H 0.29 -0.64 -4.63  0.1073
H 2.39 1.68 -3.61  0.0783
H 2.40 -0.90 -5.55  0.0864
H 3.69 -0.47 -4.22  0.0909
H 3.60 0.57 -5.89  0.0773

***

Record 2
DFT (wB97M-V/def2-TZVPD) results for a structure of composition C35H47BrCoF3N2O2P.

Calculated values
- Frontier orbital gap (spin up / spin down): 7.842 / 7.871 eV
- ⟨S²⟩: 1.036
- Relative energy (zero: lowest compared OMol25 entry of this formula, charge and spin): 0.514 eV
- Lowest unoccupied orbital energy (spin up / spin down): -0.29 / -0.22 eV
- 2S+1: 2
- HOMO level (spin up / spin down): -8.13 / -8.09 eV

Last column: Löwdin charge in e.
Positions of all 92 atoms, in Å:
Co -0.47 1.59 -1.22  0.3561
O -4.76 0.24 -0.99  0.0480
C -4.59 0.15 0.35  -0.2951
C -5.36 -0.76 1.05  -0.0195
C -5.21 -0.88 2.43  -0.0938
C -4.30 -0.09 3.11  -0.1032
C -3.53 0.83 2.39  -0.0477
C -3.66 0.96 1.02  -0.0956
C -2.87 1.98 0.19  -0.3626
O -2.34 1.38 -0.95  -0.2611
N -1.81 2.62 1.01  0.0385
N -0.54 2.49 0.67  -0.0326
C 0.36 3.09 1.35  -0.1809
C 1.78 2.97 1.06  -0.5738
Br 2.26 2.41 -0.71  0.9359
C 2.78 3.24 1.89  -0.1087
C 2.67 3.59 3.32  -0.2150
C 3.66 4.41 3.88  -0.0387
C 3.61 4.78 5.21  -0.0787
C 2.58 4.31 6.03  -0.0859
C 1.62 3.46 5.50  -0.0764
C 1.67 3.10 4.16  -0.0478
H -3.97 0.71 -1.34  0.0855
H -6.07 -1.37 0.50  0.1179
H -5.81 -1.61 2.97  0.1005
H -4.18 -0.18 4.18  0.0947
H -2.82 1.45 2.92  0.0976
H -3.55 2.80 -0.07  0.1526
H -2.06 3.36 1.63  0.1514
H 0.09 3.70 2.20  0.1308
H 3.79 3.22 1.49  0.1006
H 4.46 4.78 3.24  0.1144
H 4.37 5.43 5.62  0.1047
H 2.54 4.60 7.07  0.1034
H 0.84 3.07 6.14  0.1057
H 0.94 2.39 3.77  0.1048
F 0.29 4.16 -2.24  -0.0115
C -0.74 3.26 -2.25  -0.5755
F -1.83 3.98 -1.84  0.0410
F -0.95 3.00 -3.57  0.0389
C -2.74 -3.69 -2.23  -0.1919
C -2.55 -3.43 -0.72  -0.1704
C -1.78 -2.12 -0.46  -0.1883
C -0.73 -1.94 -1.56  -0.4308
C -1.46 -1.61 -2.88  -0.1860
C -2.78 -2.39 -3.02  -0.1767
P 0.47 -0.61 -1.19  1.0693
C 1.45 -1.14 0.28  -0.4103
C 0.83 -0.66 1.60  -0.2169
C 1.62 -1.19 2.79  -0.1798
C 1.64 -2.74 2.84  -0.1834
C 1.19 -3.37 1.52  -0.1978
C 1.84 -2.65 0.33  -0.1773
C 1.73 -0.69 -2.55  -0.4304
C 1.40 0.25 -3.73  -0.2190
C 2.69 0.55 -4.50  -0.1783
C 3.56 -0.72 -4.66  -0.1913
C 2.72 -1.99 -4.50  -0.1935
C 2.08 -2.09 -3.10  -0.1888
H -3.66 -4.26 -2.39  0.1058
H -1.92 -4.31 -2.60  0.1087
H -2.01 -4.26 -0.27  0.1053
H -3.52 -3.36 -0.22  0.1066
H -1.35 -2.14 0.54  0.0799
H -2.45 -1.27 -0.49  0.0949
H -0.18 -2.88 -1.68  0.0967
H -0.81 -1.82 -3.74  0.0988
H -1.68 -0.53 -2.91  0.1001
H -2.99 -2.59 -4.07  0.1097
H -3.61 -1.78 -2.65  0.1055
H 2.37 -0.56 0.15  0.0851
H -0.22 -0.98 1.68  0.1022
H 0.82 0.43 1.61  0.0762
H 1.21 -0.79 3.71  0.1035
H 2.65 -0.80 2.72  0.1118
H 1.00 -3.10 3.65  0.1052
H 2.65 -3.09 3.08  0.1054
H 0.10 -3.31 1.43  0.0951
H 1.45 -4.43 1.50  0.1126
H 1.59 -3.16 -0.59  0.0807
H 2.93 -2.73 0.44  0.1196
H 2.62 -0.28 -2.07  0.0855
H 0.94 1.19 -3.40  0.0694
H 0.66 -0.23 -4.38  0.1097
H 3.25 1.31 -3.96  0.1035
H 2.44 0.97 -5.47  0.1115
H 4.36 -0.73 -3.91  0.1102
H 4.04 -0.73 -5.63  0.1048
H 3.33 -2.88 -4.67  0.1085
H 1.94 -2.00 -5.26  0.1125
H 2.77 -2.58 -2.41  0.1062
H 1.19 -2.72 -3.16  0.0921

***

Record 3
DFT (wB97M-V/def2-TZVPD) results for a structure of composition C35H47ClO3PSSiV in a non-equilibrium geometry.

Calculated values
- Frontier orbital gap (spin up / spin down): 6.300 / 7.125 eV
- ⟨S²⟩: 2.030
- Relative energy (zero: lowest compared OMol25 entry of this formula, charge and spin): 0.000 eV
- Lowest unoccupied orbital energy (spin up / spin down): -1.03 / -0.29 eV
- 2S+1: 3
- HOMO level (spin up / spin down): -7.33 / -7.42 eV

Last column: Löwdin charge in e.
Positions of all 90 atoms, in Å:
C 0.75 -0.92 2.16  -0.1825
C 1.33 0.10 1.37  -0.1751
C 0.50 1.25 1.47  -0.1902
H 2.29 0.05 0.86  0.1168
C -0.61 0.93 2.30  -0.1587
C -0.47 -0.42 2.72  -0.1900
H -1.19 -0.99 3.31  0.0947
H 1.19 -1.91 2.29  0.0951
H 0.75 2.23 1.06  0.1136
H -1.45 1.60 2.49  0.1344
V -0.56 -0.36 0.72  0.4325
Cl -2.33 0.67 -0.75  0.0054
P 0.91 1.51 -1.94  1.0502
C 0.74 3.22 -1.43  -0.3913
C 1.81 4.11 -1.60  -0.1054
H 2.75 3.73 -2.01  0.1036
C 1.65 5.44 -1.26  -0.0834
H 2.48 6.13 -1.43  0.1058
C 0.43 5.89 -0.74  -0.0843
H 0.30 6.95 -0.50  0.0988
C -0.64 5.01 -0.54  -0.0756
H -1.60 5.36 -0.14  0.1068
C -0.49 3.66 -0.87  -0.1074
H -1.30 2.95 -0.73  0.0187
C 2.66 1.12 -2.09  -0.3661
C 3.56 1.45 -1.05  -0.1320
H 3.21 1.98 -0.16  0.1024
C 4.91 1.13 -1.19  -0.0853
H 5.61 1.42 -0.40  0.1050
C 5.34 0.46 -2.34  -0.0927
H 6.40 0.25 -2.47  0.0989
C 4.44 0.08 -3.34  -0.0817
H 4.78 -0.43 -4.25  0.1060
C 3.08 0.37 -3.20  -0.0776
H 2.35 0.07 -3.95  0.1008
C 0.09 1.31 -3.51  -0.3942
C 0.10 2.41 -4.36  -0.0832
H 0.56 3.34 -4.02  0.1039
C -0.45 2.28 -5.64  -0.0777
H -0.40 3.13 -6.32  0.1030
C -1.03 1.06 -6.01  -0.0814
H -1.45 0.96 -7.01  0.0994
C -1.10 -0.03 -5.13  -0.0777
H -1.56 -0.97 -5.43  0.1082
C -0.55 0.09 -3.85  -0.0965
H -0.59 -0.73 -3.13  0.0889
C -0.64 -3.66 4.31  -0.0232
C -0.18 -4.74 3.35  -0.6017
C 1.33 -4.67 3.16  -0.0184
C -0.58 -6.11 3.86  -0.0346
O -0.80 -4.59 2.02  -0.1640
Si -1.86 -3.64 1.23  -0.1723
S -0.80 -2.58 -0.22  0.4241
O -2.98 -4.52 0.42  -0.1743
C -3.16 -5.97 0.32  -0.6154
C -1.85 -6.64 -0.05  -0.0312
C -3.69 -6.51 1.64  -0.0211
C -4.18 -6.15 -0.80  -0.0322
O -2.61 -2.71 2.34  -0.1820
C -3.99 -2.17 2.50  -0.5936
C -4.27 -1.14 1.41  -0.0560
C -4.99 -3.30 2.40  -0.0382
C -4.01 -1.52 3.87  -0.0278
H -0.19 -3.86 5.29  0.0988
H -1.73 -3.67 4.43  0.0841
H -0.31 -2.67 4.00  0.0629
H 1.81 -4.86 4.14  0.0935
H 1.67 -5.45 2.46  0.0967
H 1.66 -3.69 2.80  0.0654
H -1.66 -6.17 4.04  0.0792
H -0.28 -6.89 3.14  0.0930
H -0.06 -6.30 4.81  0.0902
H -1.08 -6.51 0.72  0.0701
H -2.02 -7.72 -0.18  0.0930
H -1.47 -6.24 -1.00  0.0963
H -4.62 -6.00 1.92  0.0749
H -3.91 -7.58 1.52  0.0937
H -2.95 -6.40 2.44  0.0659
H -5.11 -5.61 -0.57  0.0872
H -3.77 -5.78 -1.75  0.0923
H -4.41 -7.22 -0.91  0.0881
H -4.17 -1.58 0.41  0.0847
H -5.30 -0.76 1.53  0.0980
H -3.59 -0.29 1.49  0.0306
H -4.80 -4.06 3.17  0.0901
H -6.00 -2.90 2.57  0.0964
H -4.97 -3.76 1.41  0.0761
H -3.80 -2.27 4.65  0.0866
H -3.27 -0.72 3.94  0.0768
H -5.00 -1.10 4.06  0.0944

***

Record 4
DFT (wB97M-V/def2-TZVPD) results for a structure of composition C35H47GeLaNOPSi in a non-equilibrium geometry.

Calculated values
- Frontier orbital gap: 4.318 eV
- Net charge: -2
- Relative energy (zero: lowest compared OMol25 entry of this formula, charge and spin): 0.000 eV
- Lowest unoccupied orbital energy: 4.39 eV
- HOMO level: 0.08 eV

Last column: Löwdin charge in e.
Positions of all 88 atoms, in Å:
La 0.29 -0.16 -0.91  1.6041
C -5.63 -1.50 4.98  -0.1178
C -5.71 -1.78 3.62  -0.1007
C -4.60 -1.58 2.79  -0.1102
C -3.37 -1.16 3.31  -0.3757
C -3.35 -0.81 4.66  -0.0965
C -4.44 -0.98 5.48  -0.1113
P -2.10 -0.74 2.02  1.1013
C -0.82 -0.01 3.12  -0.3792
C -0.81 1.39 3.19  -0.1056
C 0.12 2.03 3.99  -0.1053
C 1.09 1.32 4.66  -0.1041
C 1.11 -0.06 4.54  -0.1267
C 0.19 -0.74 3.79  -0.0941
C -1.35 -2.39 1.65  -0.4603
C -1.61 -3.51 2.42  -0.1457
C -1.12 -4.75 2.06  -0.1375
C -0.35 -4.88 0.92  -0.1369
C -0.14 -3.75 0.15  -0.1917
C -0.59 -2.45 0.46  -0.2395
H -6.50 -1.64 5.60  0.0807
H -6.64 -2.17 3.20  0.0906
H -4.68 -1.77 1.73  0.1000
H -2.42 -0.40 5.08  0.1032
H -4.37 -0.70 6.51  0.0840
H -1.55 1.99 2.63  0.1100
H 0.13 3.10 4.02  0.0871
H 1.86 1.84 5.21  0.0942
H 1.91 -0.65 4.99  0.1005
H 0.25 -1.81 3.63  0.1062
H -2.16 -3.43 3.37  0.0972
H -1.31 -5.62 2.68  0.0796
H 0.02 -5.84 0.58  0.0800
H 0.47 -3.89 -0.73  0.0579
C -4.61 2.01 -3.33  -0.2653
Ge -3.00 2.29 -2.06  0.6249
C -1.93 3.73 -3.00  -0.2535
C -3.95 3.11 -0.47  -0.2825
C -1.80 0.92 -1.46  -0.6241
H -5.10 2.95 -3.57  -0.0243
H -5.31 1.40 -2.76  -0.0144
H -4.27 1.50 -4.23  -0.0220
H -2.53 4.42 -3.59  -0.0155
H -1.17 3.25 -3.65  -0.0122
H -1.35 4.32 -2.27  -0.0059
H -4.58 3.97 -0.69  -0.0244
H -3.19 3.34 0.30  -0.0119
H -4.57 2.31 -0.04  -0.0093
H -2.06 -0.09 -0.99  -0.2105
C 4.07 0.51 1.69  -0.0493
C 3.13 -0.54 1.09  -0.7315
C 3.66 -1.02 -0.26  -0.0553
C 2.96 -1.70 2.08  -0.0467
O 1.87 0.09 0.86  -0.4643
H 5.06 0.09 1.95  0.0691
H 3.61 0.91 2.59  0.0642
H 4.21 1.32 0.96  0.0759
H 4.65 -1.47 -0.16  0.0784
H 3.71 -0.21 -0.94  0.0326
H 2.99 -1.79 -0.67  0.0707
H 3.90 -2.24 2.18  0.0691
H 2.19 -2.42 1.76  0.0806
H 2.67 -1.28 3.03  0.0334
C 0.69 -2.11 -3.79  -0.1881
Si 1.22 -0.30 -4.19  0.3107
C 2.51 -0.45 -5.57  -0.2023
C -0.26 0.53 -4.98  -0.1911
N 1.83 0.44 -2.80  -0.2458
C 2.78 1.38 -2.53  -0.4080
C 2.61 2.44 -1.61  -0.0503
C 3.66 3.34 -1.42  -0.1159
C 4.88 3.17 -2.04  -0.1523
C 5.09 2.07 -2.88  -0.1263
C 4.07 1.20 -3.12  -0.0731
H 0.42 -2.60 -4.72  0.0208
H -0.15 -2.24 -3.11  0.0020
H 1.57 -2.61 -3.36  0.0195
H 2.13 -0.79 -6.55  0.0204
H 3.32 -1.14 -5.30  0.0116
H 2.97 0.53 -5.68  0.0130
H -0.56 0.01 -5.89  0.0190
H -0.02 1.57 -5.21  0.0201
H -1.01 0.52 -4.20  -0.0188
H 1.67 2.54 -1.09  0.0876
H 3.55 4.16 -0.72  0.0921
H 5.69 3.87 -1.88  0.0745
H 6.06 1.98 -3.35  0.0866
H 4.17 0.33 -3.75  0.0809

***

Record 5
DFT (wB97M-V/def2-TZVPD) results for a cluster of 3 separate species, C35H47IN4O12 in total in a non-equilibrium geometry.

Calculated values
- Frontier orbital gap: 7.114 eV
- Lowest unoccupied orbital energy: -1.70 eV
- HOMO level: -8.82 eV

Last column: Löwdin charge in e.
Positions of all 99 atoms, in Å:
C 0.59 5.97 7.47  -0.1100
C -0.06 4.94 6.35  -0.2452
O -1.24 4.20 6.83  -0.2026
C -2.33 4.19 5.85  -0.1524
C -2.19 2.97 4.71  -0.1222
O -1.23 3.46 3.72  -0.1171
C -1.76 3.41 2.35  -0.3984
C -2.89 4.63 2.23  -0.0207
C -2.17 6.11 2.55  -0.1563
O -1.81 6.84 1.30  -0.1197
C -0.59 7.60 1.70  -0.2305
O -0.67 8.55 2.67  -0.0296
C 0.87 7.22 0.99  -0.1221
C 2.13 7.90 1.85  -0.1340
O -2.39 2.14 1.95  -0.0897
C -1.47 0.99 2.04  -0.0830
C -0.68 0.67 0.61  -0.2193
O -1.03 -0.70 0.18  -0.1411
C -1.73 -0.72 -1.11  -0.4388
N -3.10 -0.06 -1.11  0.0768
C -2.01 -2.34 -1.43  -0.1057
C -2.80 -2.59 -2.85  -0.2465
N -1.87 -3.00 -4.00  -0.0341
C -0.80 -0.19 -2.39  -0.2022
C -1.64 0.64 -3.52  -0.6918
C -1.61 2.23 -3.10  -0.2012
I -0.40 0.51 -5.38  0.7323
C 0.98 0.66 0.81  -0.0252
C 1.76 1.63 1.92  0.0159
C 3.41 1.54 1.97  -0.0415
C 4.11 0.50 0.91  -0.1183
N 3.44 -0.42 -0.07  -0.0186
C 1.94 -0.32 -0.09  -0.0487
O -0.61 3.81 1.46  -0.0532
N -1.04 4.08 0.22  0.0318
O -0.04 3.86 -0.49  0.0135
H 0.06 7.03 7.50  0.0781
H 1.74 6.19 7.22  0.0860
H 0.58 5.55 8.56  0.0817
H 0.80 4.15 6.11  0.1333
H -0.24 5.57 5.38  0.1125
H -2.39 5.22 5.26  0.1279
H -3.34 4.12 6.45  0.1404
H -1.85 2.01 5.31  0.1498
H -3.28 2.79 4.32  0.1379
H -3.75 4.53 3.02  0.1257
H -3.44 4.63 1.17  0.1458
H -2.90 6.77 3.21  0.1468
H -1.18 6.01 3.16  0.1172
H 0.92 7.63 -0.12  0.1316
H 1.09 6.05 1.02  0.1120
H 3.03 8.00 1.09  0.0830
H 2.42 7.29 2.80  0.0824
H 1.88 9.00 2.22  0.0849
H -2.17 0.04 2.21  0.1602
H -0.75 1.01 2.97  0.1383
H -1.05 1.47 -0.16  0.1227
H -3.81 -0.63 -0.61  0.0998
H -3.07 0.93 -0.80  0.0701
H -1.00 -2.94 -1.47  0.1233
H -2.65 -2.82 -0.55  0.1284
H -3.52 -1.70 -3.16  0.1158
H -3.52 -3.53 -2.68  0.1059
H -1.69 -2.20 -4.65  0.0121
H -0.99 -3.41 -3.61  0.0646
H -0.32 -1.15 -2.90  0.0870
H 0.11 0.48 -2.06  0.1042
H -2.71 0.23 -3.75  0.0825
H -0.56 2.48 -2.65  0.0680
H -1.75 2.90 -4.05  0.0693
H -2.41 2.49 -2.25  0.0831
H 1.19 2.34 2.65  0.0792
H 3.99 2.21 2.74  0.0828
H 5.31 0.47 0.93  0.1019
H 1.38 -1.03 -0.86  0.1084
O 1.16 -8.95 -4.06  0.0610
C 0.14 -8.31 -3.85  -0.3486
C -0.17 -7.09 -4.64  0.0342
C -1.28 -6.39 -4.41  0.0183
C -2.25 -6.79 -3.37  -0.3763
O -3.27 -6.14 -3.17  0.0950
C -1.94 -8.00 -2.59  0.0254
C -0.83 -8.71 -2.81  0.0297
H 0.55 -6.81 -5.39  0.1271
H -1.52 -5.50 -4.98  0.1068
H -2.66 -8.28 -1.83  0.1229
H -0.59 -9.60 -2.25  0.1232
O 3.40 -6.53 -3.23  0.0937
C 4.27 -7.38 -3.38  -0.3736
C 5.69 -7.08 -3.10  0.0194
C 6.63 -8.01 -3.26  0.0190
C 6.30 -9.37 -3.74  -0.3888
O 7.17 -10.22 -3.88  0.0923
C 4.89 -9.67 -4.02  0.0269
C 3.94 -8.74 -3.86  0.0258
H 5.91 -6.08 -2.75  0.1210
H 7.68 -7.81 -3.06  0.1207
H 4.66 -10.67 -4.37  0.1221
H 2.89 -8.94 -4.06  0.0675